1.
{"formula": "C11H44O11", "method": "ωB97M-V/def2-TZVPD", "elements": ["C", "O", "H", "H", "H", "H", "C", "O", "H", "H", "H", "H", "C", "O", "H", "H", "H", "H", "C", "O", "H", "H", "H", "H", "C", "O", "H", "H", "H", "H", "C", "O", "H", "H", "H", "H", "C", "O", "H", "H", "H", "H", "C", "O", "H", "H", "H", "H", "C", "O", "H", "H", "H", "H", "C", "O", "H", "H", "H", "H", "C", "O", "H", "H", "H", "H"], "positions_angstrom": [[-1.242865, 13.018784, -12.788924], [-1.254578, 13.846479, -11.616997], [-2.291849, 12.844134, -13.028149], [-0.769389, 13.427905, -13.681408], [-0.891451, 12.063159, -12.399818], [-0.342698, 14.031898, -11.381001], [2.144498, 15.403017, -14.071523], [2.395134, 16.077822, -15.270338], [3.096237, 15.195628, -13.582365], [1.624652, 16.028806, -13.346086], [1.562608, 14.481395, -14.061263], [2.748329, 15.425097, -15.879265], [-3.419986, 10.486871, -16.550742], [-3.147120, 11.632055, -15.782685], [-3.482485, 10.703692, -17.617127], [-2.735756, 9.643860, -16.454472], [-4.368797, 10.191967, -16.102533], [-2.943848, 11.376581, -14.879906], [-4.854724, 15.215021, -11.364188], [-5.041293, 16.550164, -10.820220], [-3.896879, 14.852457, -10.991123], [-5.623863, 14.723848, -10.768142], [-5.178864, 15.064370, -12.393910], [-5.735334, 17.070381, -11.231665], [-5.508036, 11.320704, -13.308686], [-6.237684, 12.526887, -12.936132], [-5.392373, 10.637656, -12.467154], [-6.119430, 10.758547, -14.014570], [-4.503765, 11.474216, -13.703609], [-5.932925, 12.709101, -12.044214], [-2.816573, 9.068714, -11.846241], [-1.639295, 9.362915, -12.615029], [-3.011487, 9.659022, -10.950894], [-3.697683, 9.093667, -12.487433], [-2.687062, 8.020859, -11.575444], [-0.887203, 8.828982, -12.348843], [2.390533, 13.257961, -10.494666], [1.330838, 14.002664, -11.144911], [2.409830, 12.234003, -10.867816], [3.438888, 13.549061, -10.560287], [2.112922, 13.131293, -9.448250], [1.456840, 14.928876, -10.926149], [-1.641057, 14.593934, -17.253590], [-2.308326, 14.501551, -16.010646], [-1.093199, 13.657310, -17.356949], [-2.435278, 14.649442, -17.998058], [-0.964723, 15.413549, -17.496309], [-2.824841, 13.692787, -15.983993], [-1.861443, 16.808459, -13.146215], [-2.011940, 17.330259, -14.387164], [-2.131630, 15.756520, -13.238563], [-0.864516, 16.831953, -12.706129], [-2.530839, 17.249018, -12.407348], [-1.785258, 16.786362, -15.145051], [-1.683664, 16.937118, -9.310419], [-3.002873, 17.192476, -9.006056], [-1.634799, 15.910286, -9.672803], [-1.217085, 17.598374, -10.040586], [-1.259633, 16.926960, -8.306328], [-3.593926, 16.760192, -9.626844], [-3.633937, 12.393664, -9.268854], [-4.704226, 12.370630, -10.231456], [-3.782712, 12.401424, -8.189083], [-2.935919, 11.585492, -9.487334], [-3.240885, 13.300934, -9.727624], [-5.496480, 12.063634, -9.784587]], "forces_ev_per_a": [[-0.8354, -0.3355, 1.5468], [-0.7665, 0.5557, -0.6901], [-0.1511, 0.1456, -0.1692], [0.3490, 0.0119, 0.2219], [0.5314, -0.3243, -0.9634], [0.1406, -0.2876, 0.0463], [0.4753, -0.0171, 1.6857], [-0.5567, -0.1242, -0.4515], [0.2082, -0.3431, 0.1490], [-0.1562, 0.4977, -0.4289], [-0.0595, -0.1348, -0.7788], [0.0482, 0.1075, -0.1811], [-1.0507, -0.6583, 0.6402], [1.3000, 1.0930, -0.2973], [-0.2201, 0.3926, 0.2457], [0.4387, 0.2198, 0.2981], [-0.4314, -0.8320, -0.9552], [0.1620, -0.1192, -0.0031], [-2.2721, 0.5606, 1.8145], [1.0437, 0.3965, -0.4788], [0.1106, 0.1221, -0.8713], [0.1736, -1.0612, -0.2138], [0.9157, 0.2991, -0.2077], [0.0379, -0.3380, -0.2734], [-0.9473, 0.0148, 0.4548], [0.9604, -1.2989, -0.4147], [-0.0554, 0.1983, 0.3338], [0.0777, 0.3137, -0.3078], [-0.2047, 0.4992, -0.1003], [0.1250, 0.3155, 0.1823], [0.6687, -1.5471, -0.4302], [-0.5233, 1.0352, -0.1241], [0.4413, 0.3469, -0.1255], [0.1819, 0.2986, -0.1462], [-0.5109, -0.0809, 0.5029], [-0.2789, -0.0445, 0.2695], [-0.8571, -1.1713, 0.6122], [1.8945, -0.1654, 0.0612], [-0.4358, 0.1105, -0.4527], [-0.2874, 1.0036, -0.3595], [0.2256, 0.2537, 0.1992], [0.0608, 0.2176, 0.0280], [-1.0223, -1.5859, -0.7427], [0.6607, 1.6399, 0.9632], [0.2843, 0.0185, -0.5707], [0.2241, -0.1243, -0.5827], [-0.1069, 0.3466, 1.1824], [0.0608, -0.3281, -0.2121], [-0.1798, -2.4286, 0.9999], [-0.2643, 2.7010, -1.8589], [0.0211, -0.3278, 0.7043], [0.4681, 0.2687, -0.2022], [-0.1966, 0.3397, -0.2837], [0.0522, -0.6186, 0.6409], [0.1629, -1.3878, 0.7147], [-1.5528, 0.7971, 0.1569], [0.5665, -0.1951, -0.3192], [0.0680, 0.3054, 0.1720], [1.1185, 0.3248, -0.3601], [-0.3156, 0.3436, -0.2989], [1.0869, 0.8332, -2.1081], [-1.4158, -1.2396, 1.0101], [-0.8512, 0.3614, -0.2477], [0.0084, -0.1465, 0.0000], [1.4136, 0.1790, 1.4882], [-0.2611, -0.2027, -0.1130]], "total_charge": 0, "e_tot_ha": -1272.846487, "de_lowest_ev": 4.4833, "smiles": "CO.CO.CO.CO.CO.CO.CO.CO.CO.CO.CO", "multiplicity": 1}

---

2.
{"formula": "C11H48N10O16", "method": "ωB97M-V/def2-TZVPD", "elements": ["C", "C", "O", "O", "H", "H", "H", "H", "H", "H", "C", "C", "O", "O", "H", "H", "H", "H", "H", "H", "C", "C", "O", "O", "H", "H", "H", "H", "H", "H", "C", "O", "N", "N", "H", "H", "H", "H", "C", "O", "N", "N", "H", "H", "H", "H", "C", "O", "N", "N", "H", "H", "H", "H", "C", "O", "N", "N", "H", "H", "H", "H", "C", "O", "N", "N", "H", "H", "H", "H", "O", "H", "H", "O", "H", "H", "O", "H", "H", "O", "H", "H", "O", "H", "H"], "positions_angstrom": [[13.065789, 19.139589, 32.846689], [12.659808, 19.592271, 34.242889], [11.371751, 20.238534, 34.360175], [13.438017, 20.236943, 32.064383], [12.206245, 18.559962, 32.485771], [13.844267, 18.378574, 32.890521], [13.404422, 20.279208, 34.647961], [12.550572, 18.707039, 34.880218], [10.969722, 20.053510, 33.496544], [12.675580, 20.738151, 31.769023], [9.809070, 15.122353, 24.383565], [10.251583, 16.138426, 23.296938], [10.047707, 17.498694, 23.693634], [10.618147, 15.355427, 25.531922], [10.089508, 14.151457, 23.969608], [8.745228, 15.064467, 24.616288], [9.620358, 15.978221, 22.414093], [11.276544, 15.890326, 23.015309], [10.648767, 17.912604, 23.063412], [10.285489, 16.194011, 25.877210], [7.449990, 17.103125, 33.929922], [8.076004, 15.741020, 33.684054], [7.122972, 14.744267, 33.432462], [8.509507, 18.022792, 34.130022], [6.623256, 17.073632, 34.642074], [6.983330, 17.387020, 32.982721], [8.741000, 15.559016, 34.541140], [8.806574, 15.879768, 32.879022], [7.561169, 13.894824, 33.530245], [8.767825, 18.054237, 35.055946], [10.308680, 16.582018, 29.581750], [10.480014, 16.772653, 30.799552], [10.416630, 15.408380, 28.902192], [9.932378, 17.569335, 28.758987], [10.474511, 14.551708, 29.441499], [10.855974, 15.506902, 28.001620], [9.575096, 17.268671, 27.863918], [10.186224, 18.528800, 28.932160], [12.461625, 17.665848, 26.115879], [12.509680, 16.957629, 27.123239], [11.724989, 18.805988, 25.962451], [13.091457, 17.291606, 24.979545], [11.799034, 19.194574, 25.039361], [10.818707, 18.718065, 26.400672], [13.497753, 17.985375, 24.374629], [13.563426, 16.407215, 25.099530], [7.079878, 14.544188, 27.802613], [6.494408, 15.594422, 28.052888], [6.564114, 13.301928, 27.729138], [8.404417, 14.567335, 27.409935], [7.235815, 12.648814, 27.327253], [5.593906, 13.165213, 27.505523], [8.954825, 15.360719, 27.694194], [8.984375, 13.756456, 27.283222], [9.824598, 11.084195, 27.061382], [8.653588, 11.364016, 27.343770], [10.846986, 11.477680, 27.863761], [10.136740, 10.135847, 26.143796], [10.646924, 12.171640, 28.571969], [11.837096, 11.392301, 27.711567], [11.095254, 9.832538, 26.190574], [9.640995, 10.046982, 25.276465], [10.821038, 13.164862, 31.433978], [10.116529, 13.004936, 30.434818], [11.406434, 12.117270, 32.120940], [11.350227, 14.353330, 31.810932], [10.961159, 11.221955, 32.033757], [12.267141, 12.358284, 32.565210], [10.907707, 15.243698, 31.566777], [11.935163, 14.334859, 32.623979], [12.672732, 19.806480, 28.568671], [11.977546, 20.392256, 28.248653], [12.770709, 19.148016, 27.858853], [13.721911, 17.467166, 29.835894], [13.032145, 16.797287, 29.822457], [13.322545, 18.234613, 29.395111], [8.871539, 17.598350, 26.095911], [8.858113, 18.314886, 25.453474], [7.949662, 17.316008, 26.164533], [10.015041, 20.625231, 28.957820], [10.395695, 20.708872, 29.841963], [9.130763, 20.996070, 29.040830], [9.610289, 19.283608, 31.937636], [9.961086, 18.459517, 31.558371], [9.084104, 18.992845, 32.700808]], "forces_ev_per_a": [[-1.3266, -0.1140, 0.9874], [-0.2344, -0.3926, 0.9629], [0.6366, -0.1429, -1.2414], [0.5764, -0.0171, -0.5884], [-0.0599, 0.2711, -0.6058], [0.4778, 0.4840, -0.0130], [0.0691, -0.1166, 0.0717], [0.5718, -0.0913, 0.0646], [-0.6142, 0.1626, 0.1940], [-0.1728, -0.1626, 0.0854], [1.3562, 0.5593, -0.5865], [-1.9449, -1.2955, 0.1183], [1.0674, -0.3035, -0.6286], [-0.3912, -0.3582, -0.0705], [0.0044, -0.1312, 0.1651], [-0.0482, 0.4547, 0.0070], [0.0925, -0.2149, -0.1042], [0.1639, 0.4079, 0.3021], [-0.2529, 0.7297, 0.2572], [-0.0191, 0.0817, 0.0409], [-0.3842, -0.6236, -1.6077], [1.0952, 0.6051, 0.4562], [-0.0025, 0.0027, 0.2330], [-0.4395, 0.2122, 0.6073], [0.4424, 0.2110, 0.5447], [-0.0491, 0.2064, 0.0563], [-0.3587, -0.4995, 0.3212], [-0.3141, -0.1207, -0.4089], [-0.1224, -0.0665, -0.1329], [0.0458, 0.0318, -0.0194], [-0.0932, 0.6570, -0.0705], [0.0403, -0.4749, -0.0444], [0.8643, 0.2073, 1.2542], [-0.0674, 0.1305, -0.2510], [-0.0117, -0.1607, -0.2471], [0.3219, -0.3431, -0.0390], [0.1718, 0.8094, 0.1026], [-0.3465, 0.1411, 0.0757], [-0.1022, -1.3447, 0.5015], [-0.5630, 0.9510, -0.6764], [0.1599, 0.2813, 0.7411], [0.9053, -0.6664, -0.5849], [-0.6799, 0.0867, 0.0295], [-0.0042, 0.4921, -0.0631], [0.0616, -0.1434, -0.0760], [0.3567, 0.2735, -0.2063], [0.6967, 0.9977, -0.9441], [-0.1141, -0.4027, 0.1263], [-0.0056, -0.8645, -0.1969], [-0.1706, 0.6219, -0.3900], [-0.6351, -0.2854, 0.3613], [-0.0192, 0.2341, 0.2167], [-0.6829, -0.3156, 0.0924], [-0.4058, -0.4097, 0.1520], [-1.3429, -0.7363, 1.5391], [0.8138, 0.6053, -0.9427], [0.4802, 0.9545, 0.5215], [1.0460, -0.2156, -0.3368], [-0.4842, -0.2801, 0.2478], [-0.1585, -0.3008, -0.6574], [-0.0621, -0.1111, -0.5744], [-0.2071, -0.0074, 0.1639], [1.7345, -0.2494, -0.8070], [-0.5274, 0.0467, 0.7070], [-1.2539, 0.6245, -0.5081], [-0.4215, 0.0237, 0.2785], [0.6312, -0.2024, 0.0795], [0.1022, -0.8515, 0.4781], [0.1965, 0.1270, -0.2876], [-0.0863, 0.3142, 0.2237], [0.2526, -0.2011, -0.2588], [-0.0671, -0.0555, 0.0151], [-0.1323, 0.4845, 0.2839], [0.0546, 0.0472, 0.0429], [-0.0183, 0.0022, -0.0601], [0.1082, -0.1879, 0.5010], [-0.4452, 0.1654, 0.0577], [0.1110, -0.1893, -0.2607], [-0.0478, -0.1789, 0.3019], [0.0926, 0.1911, -0.0443], [-0.1492, -0.1554, 0.0995], [-0.0314, -0.0739, 0.0434], [0.2178, 0.3197, -0.0872], [-0.0765, -0.1461, -0.0383], [0.1284, -0.0051, -0.0526]], "total_charge": 0, "e_tot_ha": -2199.450430, "multiplicity": 1}

---

3.
{"formula": "C11H4Cl3NO10Ti", "method": "ωB97M-V/def2-TZVPD", "elements": ["Ti", "O", "C", "O", "C", "O", "O", "O", "C", "C", "C", "C", "C", "C", "C", "O", "N", "O", "O", "H", "H", "H", "H", "Cl", "C", "Cl", "Cl", "C", "O", "O"], "positions_angstrom": [[0.106949, 0.808803, 0.061949], [0.612353, -0.540312, 3.786078], [0.483456, -0.384305, 2.594469], [-0.238976, 0.516251, 1.996790], [1.213276, -1.301965, 1.557733], [1.886229, -2.250743, 1.875248], [0.984527, -0.904654, 0.325708], [0.561985, 0.871804, -1.792023], [-0.204873, 0.973745, -2.837962], [-1.611423, 0.942843, -2.797109], [-2.368067, 1.154872, -3.965940], [-3.744468, 1.157716, -3.909196], [-4.444737, 0.958569, -2.717454], [-3.716661, 0.728905, -1.565040], [-2.321118, 0.697229, -1.576008], [-1.669629, 0.403652, -0.467006], [-4.496967, 1.375808, -5.134604], [-3.885662, 1.510152, -6.182546], [-5.715783, 1.437218, -5.064652], [0.294312, 1.116970, -3.794624], [-1.870727, 1.327879, -4.909692], [-5.523024, 0.980238, -2.712679], [-4.211219, 0.551663, -0.619108], [1.979708, 5.263651, -1.277396], [1.284079, 4.305958, 1.097175], [0.090197, 5.454414, 1.508814], [2.788957, 4.438699, 1.890154], [0.863599, 3.014719, 0.630423], [-0.347812, 2.781538, 0.280646], [1.669197, 2.020184, 0.568760]], "forces_ev_per_a": [[-0.1843, -0.5477, -0.1332], [-0.0747, -0.0416, -0.0256], [0.0611, -0.0775, 0.0850], [0.0000, 0.0755, -0.1368], [0.0293, -0.0758, -0.0003], [-0.0555, -0.0016, -0.0002], [0.1077, 0.2841, 0.0631], [-0.1115, 0.0294, 0.1977], [0.0818, -0.0039, -0.0823], [-0.0709, 0.0179, -0.0281], [0.0306, -0.0274, 0.0621], [-0.0295, -0.0580, 0.0323], [0.0266, -0.0088, 0.0004], [0.0281, -0.0404, -0.0036], [-0.0307, -0.0688, 0.0177], [0.1320, 0.2237, 0.0581], [0.0027, 0.2185, -0.0051], [0.0122, -0.0676, -0.0548], [-0.0594, -0.0772, -0.0146], [-0.0005, 0.0199, 0.0013], [0.0047, 0.0004, 0.0048], [-0.0018, 0.0013, -0.0156], [0.0013, 0.0121, 0.0042], [-0.0064, -0.0136, -0.0188], [0.0039, -0.0026, -0.0006], [-0.0280, 0.0273, 0.0159], [0.0347, 0.0034, 0.0279], [0.0208, -0.0031, -0.1035], [0.0352, 0.1237, 0.0738], [0.0405, 0.0783, -0.0214]], "total_charge": -2, "e_tot_ha": -3458.999491, "multiplicity": 3}

---

The highest multiplicity belongs to which entry?
C11H4Cl3NO10Ti

---

What is the multiplicity in the second record?
1

---

Which value of multiplicity does entry 1 give?
1